No. 1
{
  "formula": "C3H7NO2",
  "method": "ωB97M-V/def2-TZVPD",
  "elements": ["O", "O", "N", "C", "C", "C", "H", "H", "H", "H", "H", "H", "H"],
  "xyz": [[-1.642, 0.138, 0.313], [1.269, -0.256, -0.587], [0.272, 1.795, 0.051], [-0.420, -0.428, 0.763], [0.834, 0.589, 0.465], [0.307, -1.264, -0.273], [0.773, -2.149, 0.163], [0.240, 2.445, 0.826], [-1.817, -0.867, 0.569], [-0.698, 1.521, -0.203], [1.576, 0.677, 1.275], [-0.268, -1.526, -1.167], [-0.453, -0.658, 1.828]],
  "energy_ev": -8806.6627,
  "total_charge": 0,
  "e_above_lowest_kcal_mol": 89.16,
  "e_lumo_ev": 0.718,
  "largest_force_ev_per_a": 4.7
}

---

No. 2
{
  "formula": "C25H71Br2N18O12PSi2",
  "method": "ωB97M-V/def2-TZVPD",
  "elements": ["Br", "Br", "P", "Si", "Si", "O", "O", "O", "O", "O", "O", "O", "O", "O", "O", "O", "O", "N", "N", "N", "N", "N", "N", "N", "N", "N", "N", "N", "N", "N", "N", "N", "N", "N", "N", "C", "C", "C", "C", "C", "C", "C", "C", "C", "C", "C", "C", "C", "C", "C", "C", "C", "C", "C", "C", "C", "C", "C", "C", "C", "H", "H", "H", "H", "H", "H", "H", "H", "H", "H", "H", "H", "H", "H", "H", "H", "H", "H", "H", "H", "H", "H", "H", "H", "H", "H", "H", "H", "H", "H", "H", "H", "H", "H", "H", "H", "H", "H", "H", "H", "H", "H", "H", "H", "H", "H", "H", "H", "H", "H", "H", "H", "H", "H", "H", "H", "H", "H", "H", "H", "H", "H", "H", "H", "H", "H", "H", "H", "H", "H", "H"],
  "xyz": [[-2.536, 4.438, -1.846], [-3.165, 6.028, 2.418], [-0.231, -0.497, -1.394], [-2.111, 3.096, 1.029], [-1.530, 0.365, 0.219], [-1.732, -7.602, 4.806], [6.329, 0.618, -0.040], [-1.507, 2.032, -0.076], [0.831, 2.866, -7.464], [-1.121, -2.371, 1.212], [-0.041, 4.574, 2.189], [3.206, 4.712, -0.988], [-2.362, -1.140, -6.543], [-1.661, -0.125, 5.533], [5.991, 1.673, -7.181], [1.127, -3.458, 5.999], [4.800, -5.305, 10.161], [-1.164, 2.362, -8.409], [4.895, 2.379, 0.039], [1.887, -5.385, 5.081], [3.684, 5.729, -2.961], [-0.093, 1.524, 5.466], [-2.670, -2.634, -8.220], [-3.833, -7.737, 3.975], [-0.153, 0.874, -6.975], [5.563, 1.500, -1.985], [-3.941, -0.705, -8.108], [-3.055, -9.321, 5.465], [4.401, 0.777, -8.529], [4.129, -6.821, 8.612], [0.520, -0.663, 5.851], [-0.212, -5.290, 6.025], [2.906, 6.948, -1.162], [3.839, 2.370, -6.964], [3.228, -4.696, 8.642], [1.382, 0.393, -1.123], [0.861, 4.308, 1.125], [-0.758, -0.035, 1.896], [0.936, -4.637, 5.720], [0.974, -1.864, 2.312], [-3.326, 7.040, -0.263], [-4.178, 0.607, -0.776], [3.264, 5.731, -1.662], [-2.022, -0.464, -3.588], [-0.866, 3.437, 2.408], [-4.644, 0.095, 2.205], [-2.579, 4.642, 0.055], [-3.272, -0.354, 0.012], [5.643, 1.446, -0.616], [-0.491, 0.218, 5.621], [-2.806, -8.184, 4.753], [-2.967, 5.826, 0.542], [4.099, -5.584, 9.206], [-0.097, 2.077, -7.601], [-2.952, -1.475, -7.562], [2.269, 0.366, -2.373], [4.823, 1.616, -7.528], [-0.503, -1.524, 2.187], [-0.909, 0.348, -2.901], [-3.929, -0.903, 1.296], [4.995, 2.164, -2.474], [2.646, -4.906, 7.852], [-3.217, -1.446, 1.910], [3.179, -3.779, 9.043], [0.392, 4.460, 0.149], [-0.951, -1.743, 3.160], [-2.317, -9.672, 6.044], [0.865, 1.811, 5.517], [-1.937, 1.738, -8.538], [0.609, 0.628, -6.372], [-1.585, -3.072, 1.659], [-1.445, 3.619, 3.315], [3.310, 0.494, -2.078], [-3.357, 2.592, 1.639], [0.187, 0.499, 1.996], [2.197, -0.588, -2.894], [0.287, -1.641, 5.947], [-1.436, 0.342, 2.668], [-1.648, -0.995, -4.451], [-4.190, 0.135, -7.620], [4.919, 2.356, 1.039], [3.943, 4.849, -3.361], [2.939, 7.796, -1.693], [-0.926, 0.235, -7.075], [-4.168, 6.789, -0.909], [6.092, 0.826, -2.505], [2.014, 1.183, -3.043], [-0.219, 2.582, 2.620], [1.484, -1.797, 1.355], [-3.638, 7.860, 0.373], [-2.493, -1.197, -2.933], [-3.927, -9.813, 5.435], [-1.288, 1.341, -2.652], [5.095, 0.205, -8.970], [1.058, -2.882, 2.692], [1.425, -1.217, 3.062], [-4.721, -8.195, 3.913], [2.743, -4.928, 4.831], [-3.603, 1.029, -1.604], [-4.516, 1.452, -0.185], [-2.500, 7.333, -0.906], [3.734, 6.554, -3.527], [-1.952, -3.218, -7.834], [2.589, 6.980, -0.211], [1.879, -0.145, -0.318], [-3.127, -1.220, -0.636], [1.482, -0.394, 5.914], [1.705, 4.983, 1.221], [-3.145, -2.930, -9.052], [-0.798, 2.212, 5.288], [-1.158, 3.244, -8.885], [1.229, 1.431, -0.825], [4.109, 2.997, -6.231], [-0.094, 0.485, -3.608], [-2.809, 0.213, -3.918], [-3.675, -6.903, 3.441], [1.208, 3.275, 1.189], [-5.279, 0.795, 1.672], [-4.448, -0.958, -8.935], [-0.386, -6.256, 5.800], [4.758, -7.498, 8.998], [4.329, 3.071, -0.425], [3.562, -7.069, 7.825], [-5.258, -0.443, 2.926], [2.871, 2.336, -7.241], [-4.673, -1.642, 0.977], [-0.928, -4.766, 6.491], [-3.919, 0.651, 2.800], [-5.017, 0.080, -1.230], [1.752, -6.347, 4.833], [3.448, 0.719, -8.833]],
  "energy_ev": -243610.0620,
  "total_charge": 0,
  "e_above_lowest_kcal_mol": 0.00,
  "e_lumo_ev": 0.083,
  "largest_force_ev_per_a": 1.1
}

---

No. 3
{
  "formula": "C2BrFNO4",
  "method": "ωB97M-V/def2-TZVPD",
  "elements": ["Br", "F", "O", "O", "O", "O", "N", "C", "C"],
  "xyz": [[2.004, 0.073, 0.595], [1.170, -2.254, 1.980], [-0.701, -2.739, 0.142], [-1.673, 2.792, -1.948], [-0.107, -0.939, -0.960], [-0.402, 3.072, -0.014], [0.009, -1.653, 0.072], [-1.059, 2.917, -0.987], [0.758, -1.268, 1.119]],
  "energy_ev": -84512.3407,
  "total_charge": -1,
  "e_above_lowest_kcal_mol": 4.01,
  "e_lumo_ev": [2.960, 2.960],
  "largest_force_ev_per_a": 3.6
}

---

No. 4
{
  "formula": "C21H31BeCa2Cl6F3O11PS",
  "method": "ωB97M-V/def2-TZVPD",
  "elements": ["Ca", "Ca", "Cl", "Cl", "Cl", "Cl", "Cl", "Cl", "S", "P", "F", "F", "F", "O", "O", "O", "O", "O", "O", "O", "O", "O", "O", "O", "C", "C", "C", "C", "C", "C", "C", "C", "C", "C", "C", "C", "C", "C", "C", "C", "C", "C", "C", "C", "C", "Be", "H", "H", "H", "H", "H", "H", "H", "H", "H", "H", "H", "H", "H", "H", "H", "H", "H", "H", "H", "H", "H", "H", "H", "H", "H", "H", "H", "H", "H", "H", "H"],
  "xyz": [[-3.395, 9.873, -0.696], [-6.600, -2.714, -1.125], [-1.521, 1.678, 1.103], [1.310, 8.504, -1.742], [3.765, -5.562, 1.292], [-1.362, 8.990, -0.645], [0.140, 6.596, 0.079], [1.001, 9.167, 1.052], [2.496, -3.986, 0.905], [-1.298, 5.670, -4.084], [4.254, 1.099, -4.761], [4.977, 0.610, -2.791], [5.800, 2.290, -3.856], [-7.938, -1.249, 1.559], [1.405, -0.418, 2.175], [2.875, 2.272, -2.077], [-1.799, 4.396, -4.762], [-0.081, -3.995, 4.178], [1.496, -4.630, 5.660], [-0.564, 6.548, -5.097], [3.513, 3.694, -3.672], [-2.471, 6.447, -3.499], [-0.323, 5.287, -2.973], [1.108, -2.083, -0.153], [3.039, -3.340, -0.739], [-7.653, -3.542, 1.510], [0.971, -3.798, 4.722], [2.317, -1.936, -0.877], [2.934, 5.338, -1.975], [-1.351, -1.826, -0.502], [1.873, -2.606, 4.516], [-2.413, -0.917, 0.048], [-8.321, -2.295, 0.881], [3.297, -0.874, -0.263], [-3.770, -1.427, 0.156], [-2.990, -3.698, -0.796], [3.584, 2.549, -3.001], [3.180, -3.088, 5.127], [-4.013, -2.802, -0.267], [2.703, -4.058, 6.189], [2.480, 4.585, -3.208], [0.299, 8.299, -0.314], [-1.629, -3.200, -0.902], [4.659, 1.636, -3.599], [0.076, -1.198, -0.630], [-2.461, -0.743, -2.328], [3.764, -3.623, 4.372], [2.196, -1.760, -1.973], [1.558, 4.039, -3.023], [0.119, -0.260, -0.004], [-0.816, -3.845, -1.281], [3.875, 5.860, -2.168], [3.309, -1.009, 0.843], [-4.593, -0.786, 0.535], [4.336, -1.102, -0.626], [4.145, -3.229, -0.744], [0.265, -0.862, -1.684], [-7.944, -4.455, 0.955], [-7.962, -3.679, 2.544], [2.185, 6.065, -1.661], [1.048, -1.111, 1.614], [-6.554, -3.479, 1.484], [-8.046, -2.341, -0.205], [3.114, 4.653, -1.144], [-9.404, -2.528, 0.835], [2.711, -4.060, -1.528], [1.232, -4.523, 0.817], [3.801, -2.286, 5.524], [2.468, -3.560, 7.133], [2.282, 5.284, -4.020], [3.428, -4.849, 6.379], [1.465, -1.749, 5.053], [-2.164, 0.191, 0.349], [3.053, 0.170, -0.567], [-5.058, -3.212, -0.182], [1.982, -2.375, 3.458], [-3.244, -4.722, -1.125]],
  "energy_ev": -185464.3067,
  "total_charge": 1,
  "e_lumo_ev": -6.100,
  "largest_force_ev_per_a": 4.0
}

---

No. 5
{
  "formula": "C26H29BrN8OReS3SbSe4",
  "method": "ωB97M-V/def2-TZVPD",
  "elements": ["Re", "Sb", "Br", "Se", "Se", "Se", "Se", "S", "S", "S", "O", "N", "N", "N", "N", "N", "N", "N", "N", "C", "C", "C", "C", "C", "C", "C", "C", "C", "C", "C", "C", "C", "C", "C", "C", "C", "C", "C", "C", "C", "C", "C", "C", "C", "C", "H", "H", "H", "H", "H", "H", "H", "H", "H", "H", "H", "H", "H", "H", "H", "H", "H", "H", "H", "H", "H", "H", "H", "H", "H", "H", "H", "H", "H"],
  "xyz": [[-0.682, -0.010, 0.200], [3.265, 0.213, 2.510], [7.181, -3.248, -0.971], [3.628, -1.895, 3.651], [5.087, 0.940, 1.094], [1.145, 0.075, 1.274], [2.663, 1.918, 4.143], [-1.972, -3.470, -2.626], [-1.064, -3.337, 3.666], [-3.879, -0.777, 0.214], [-2.694, 0.173, -0.108], [-0.385, 1.424, -1.369], [1.965, -0.370, -1.982], [-0.358, -0.766, 3.921], [-0.687, 3.469, 2.929], [-1.006, -1.774, -0.947], [-1.048, 1.845, 1.525], [-0.745, -1.186, -3.236], [-1.100, -1.562, 1.822], [-0.433, 3.602, -3.174], [-2.182, -3.787, -0.944], [-5.876, 0.809, -0.593], [-5.214, 0.353, 0.702], [-1.483, 3.375, -2.321], [-1.144, -2.000, -2.248], [-6.035, -0.463, -1.414], [5.562, -2.415, -1.416], [-1.538, -3.822, 2.088], [5.568, -1.295, -2.231], [-1.413, 2.304, -1.452], [-2.034, 1.823, 2.505], [-0.244, 2.866, 1.809], [0.963, 3.343, 1.083], [1.911, 0.837, -2.312], [-0.799, -1.719, 3.092], [4.371, -2.931, -0.929], [-4.667, -1.164, -1.382], [0.639, 2.739, -3.107], [-1.609, -2.820, -0.208], [0.663, 1.657, -2.235], [4.389, -0.624, -2.477], [-1.811, 2.826, 3.385], [3.189, -1.079, -1.931], [3.191, -2.271, -1.209], [-1.479, -2.779, 1.243], [-4.782, 1.153, 1.300], [-4.739, -2.247, -1.440], [4.412, 0.263, -3.099], [-1.771, -4.854, 1.857], [1.842, 3.266, 1.727], [1.133, 2.766, 0.192], [2.261, -2.647, -0.828], [-2.346, 3.114, 4.279], [0.841, 4.393, 0.799], [1.498, 2.875, -3.754], [-6.335, -0.256, -2.440], [2.788, 1.370, -2.686], [-3.994, -0.806, -2.160], [-0.444, 4.432, -3.870], [-2.351, 4.019, -2.294], [-0.837, -1.550, -4.170], [-6.829, 1.300, -0.399], [0.128, -1.037, 4.759], [-2.228, 2.154, -0.775], [-5.231, 1.521, -1.110], [-2.706, -4.665, -0.592], [-5.889, -0.247, 1.318], [-2.803, 1.072, 2.525], [6.500, -0.932, -2.642], [-0.121, 0.149, 3.573], [4.381, -3.815, -0.310], [-6.793, -1.105, -0.966], [0.119, -0.689, -3.064], [-0.196, 4.213, 3.396]],
  "energy_ev": -413996.5039,
  "spin_multiplicity": 2,
  "total_charge": 1,
  "e_above_lowest_kcal_mol": 73.89,
  "e_lumo_ev": [-4.027, -3.820],
  "largest_force_ev_per_a": 4.9
}

---

No. 6
{
  "formula": "C5H8FHgO4",
  "method": "ωB97M-V/def2-TZVPD",
  "elements": ["Hg", "F", "O", "O", "O", "O", "C", "C", "C", "C", "C", "H", "H", "H", "H", "H", "H", "H", "H"],
  "xyz": [[-0.231, -0.528, -4.376], [1.069, -1.356, -2.618], [2.197, 1.499, -1.443], [0.256, 0.664, -2.064], [0.924, 2.627, -2.891], [-0.343, 0.006, 1.439], [2.228, 0.153, -0.967], [0.885, -0.410, -1.408], [1.076, 1.760, -2.083], [-2.136, -0.065, 3.088], [-1.416, -0.713, 1.900], [0.337, -1.103, -0.772], [-1.453, 0.039, 3.947], [-2.184, -0.889, 1.105], [-1.116, -1.748, 2.223], [2.334, 0.160, 0.120], [3.072, -0.376, -1.423], [-3.007, -0.661, 3.405], [-2.493, 0.941, 2.817]],
  "energy_ev": -20393.5928,
  "spin_multiplicity": 2,
  "total_charge": 0,
  "e_above_lowest_kcal_mol": 31.76,
  "e_lumo_ev": [0.425, -2.441],
  "largest_force_ev_per_a": 3.7
}

---

No. 7
{
  "formula": "C19H43AuN2O3PS2SbSi3",
  "method": "ωB97M-V/def2-TZVPD",
  "elements": ["Au", "Sb", "S", "S", "P", "Si", "Si", "Si", "O", "O", "O", "N", "N", "C", "C", "C", "C", "C", "C", "C", "C", "C", "C", "C", "C", "C", "C", "C", "C", "C", "C", "C", "H", "H", "H", "H", "H", "H", "H", "H", "H", "H", "H", "H", "H", "H", "H", "H", "H", "H", "H", "H", "H", "H", "H", "H", "H", "H", "H", "H", "H", "H", "H", "H", "H", "H", "H", "H", "H", "H", "H", "H", "H", "H", "H"],
  "xyz": [[0.204, 1.202, 2.234], [-0.083, -0.064, -1.395], [2.468, 1.331, 1.612], [0.178, -1.244, 0.631], [2.608, -0.690, 1.589], [1.533, -1.235, -3.031], [-2.512, -0.807, -1.861], [0.036, 2.525, -1.600], [-6.474, 2.530, 3.896], [3.300, -1.056, 3.001], [3.639, -1.118, 0.433], [-1.760, 1.325, 2.946], [-6.328, 0.544, 4.980], [-0.739, 2.693, -3.293], [-3.640, 2.588, 3.683], [-3.551, 0.196, -0.677], [1.789, 3.139, -1.608], [-3.795, 0.215, 3.497], [-2.548, -2.632, -1.490], [4.850, -0.387, 0.107], [1.976, -2.844, -2.222], [-4.388, 1.428, 3.814], [-2.330, 2.498, 3.262], [-5.832, 1.562, 4.235], [3.184, -2.398, 3.538], [-2.988, -0.471, -3.632], [4.041, -3.404, 2.803], [-2.485, 0.204, 3.057], [-1.012, 3.328, -0.287], [5.993, -0.756, 1.022], [2.993, -0.090, -3.221], [0.632, -1.466, -4.646], [5.088, -3.102, 2.817], [-2.155, -3.207, -2.331], [0.242, -0.526, -5.043], [-2.904, 0.583, -3.902], [-4.087, 3.547, 3.902], [-4.342, -0.716, 3.550], [-1.922, 2.767, -0.071], [1.108, -3.498, -2.118], [3.724, -3.520, 1.766], [-1.707, 3.376, 3.164], [6.904, -0.264, 0.679], [-4.034, -0.762, -3.772], [-1.298, 4.328, -0.628], [5.797, -0.441, 2.046], [-0.197, -2.169, -4.543], [6.163, -1.833, 1.008], [-0.615, 3.725, -3.636], [-7.278, 0.620, 5.305], [-3.125, 0.196, 0.328], [-1.964, -2.877, -0.602], [2.381, 2.706, -0.802], [-3.643, 1.231, -1.015], [-1.810, 2.483, -3.276], [3.497, -2.301, 4.575], [1.771, 4.224, -1.473], [-2.385, -1.052, -4.331], [4.633, 0.682, 0.151], [2.716, -3.358, -2.842], [3.289, 0.341, -2.263], [2.403, -2.677, -1.232], [-5.740, -0.167, 5.373], [1.323, -1.878, -5.388], [-0.266, 2.046, -4.035], [5.065, -0.655, -0.926], [2.765, 0.729, -3.906], [3.849, -0.635, -3.629], [-0.442, 3.433, 0.639], [-1.990, -0.714, 2.769], [3.958, -4.373, 3.296], [-4.559, -0.224, -0.618], [-3.581, -2.948, -1.322], [2.276, 2.927, -2.562], [2.131, -2.689, 3.524]],
  "energy_ev": -94345.5147,
  "spin_multiplicity": 2,
  "total_charge": 1,
  "e_above_lowest_kcal_mol": 33.93,
  "e_lumo_ev": [-2.725, -3.431],
  "largest_force_ev_per_a": 0.6
}